(1)
Computed, not measured: one molecule with the formula C3H5NO2 at a distorted geometry, with wB97M-V/def2-TZVPD.

Structure (XYZ):
```
11
Properties=species:S:1:pos:R:3:forces:R:3:nbo_charge:R:1
C -0.911 -0.460 1.164 -0.30 -0.15 0.69 -0.26
C -0.101 0.547 0.644 -0.97 0.54 -0.37 0.36
N -0.672 1.531 -0.007 0.30 0.08 0.82 -0.50
O 1.172 0.171 0.376 0.30 -0.17 -0.50 -0.56
C 0.834 -0.442 -0.972 0.13 -0.80 1.11 0.17
O 0.420 0.429 -1.794 0.10 -0.06 -0.88 -0.40
H -1.986 -0.319 1.213 0.19 0.00 -0.03 0.22
H -0.462 -1.314 1.660 -0.05 0.08 -0.10 0.21
H -0.022 -1.169 -0.579 0.49 0.35 -0.63 0.18
H 0.058 2.109 -0.425 -0.12 -0.02 -0.01 0.36
H 1.672 -1.082 -1.281 -0.04 0.15 -0.09 0.22
```
Forces are in eV/Å.

Calculated values
HOMO (spin up / spin down) in eV: -9.51 / -10.60
Net charge: 0
LUMO (spin up / spin down) in eV: -2.19 / -1.53
HOMO-LUMO gap (spin up / spin down) in eV: 7.32 / 9.08
Calculated total energy in eV: -8772.1521

=====

(2)
Computed, not measured: one molecule with the formula C3H5NO2 at a distorted geometry, with wB97M-V/def2-TZVPD.

Structure (XYZ):
```
11
Properties=species:S:1:pos:R:3:forces:R:3:nbo_charge:R:1
O -1.523 -1.669 -0.990 -0.15 0.48 0.41 -0.52
C -1.697 -0.749 -0.226 -0.01 -0.30 -0.24 0.44
C -0.590 0.165 0.230 -0.06 0.08 0.08 -0.36
N 0.641 -0.254 -0.383 0.27 -0.11 -0.15 -0.62
C 1.856 0.217 -0.219 -0.40 -0.64 -0.47 0.23
O 1.915 1.252 0.651 0.44 -0.69 -0.67 -0.71
H -2.698 -0.523 0.186 0.01 -0.05 -0.04 0.12
H -0.842 1.200 -0.038 -0.05 -0.12 0.04 0.23
H -0.521 0.136 1.326 -0.08 -0.01 -0.11 0.23
H 0.593 -1.036 -1.019 -0.31 -0.01 0.04 0.43
H 2.866 1.262 0.483 0.33 1.37 1.10 0.52
```
Forces are in eV/Å.

Calculated values
HOMO in eV: -8.71
Net charge: 0
LUMO in eV: 0.81
HOMO-LUMO gap in eV: 9.52
Calculated total energy in eV: -8774.9957